## w
Formula: C6H25NO7
Source: the OMol25 dataset
Level of theory: wB97M-V/def2-TZVPD

```
! RIJCOSX wB97M-V def2-TZVPD def2/J DEFGRID3
* xyz 0 1
C -2.048 -1.990 0.103
C -0.681 -2.525 -0.309
N 0.365 -1.355 -0.250
C 0.101 -0.432 0.922
C 0.024 -1.121 2.287
C 0.579 -0.704 -1.546
C -0.697 -0.240 -2.201
O -0.842 -0.541 -3.369
H -2.466 -2.725 0.867
H -2.031 -0.964 0.532
H -2.646 -1.854 -0.801
H -0.848 -2.652 -1.405
H -0.347 -3.420 0.261
H -0.624 0.366 0.730
H 1.044 0.126 0.965
H -1.000 -1.399 2.544
H 0.604 -2.044 2.262
H 0.419 -0.370 2.942
H 1.033 -1.416 -2.286
H 1.249 0.140 -1.543
H -1.400 0.516 -1.816
O 2.927 -2.537 0.617
H 1.902 -2.400 0.551
H 2.943 -3.470 0.859
O 1.244 1.977 -0.270
H 0.491 1.778 -0.827
H 2.080 2.212 -0.687
O -2.210 2.144 1.862
H -2.516 3.067 1.715
H -3.018 1.878 2.322
O 3.467 0.132 0.017
H 3.371 -0.825 -0.027
H 2.798 0.551 0.564
O -1.721 2.317 -1.311
H -1.679 3.273 -1.445
H -1.906 2.396 -0.345
O 0.585 4.493 -0.797
H 0.910 3.772 -0.177
H 0.546 3.848 -1.512
*
```

HOMO-LUMO gap (eV): 8.542
LUMO energy (eV): -0.1
SMILES: CCN(CC)CC=O.O.O.O.O.O.O
Highest occupied orbital energy (eV): -8.62

For reference, the Löwdin charges in units of e are:
1 C -0.110
2 C -0.175
3 N -0.169
4 C -0.267
5 C -0.054
6 C -0.162
7 C -0.257
8 O 0.044
9 H 0.099
10 H 0.059
11 H 0.070
12 H 0.110
13 H 0.113
14 H 0.083
15 H 0.071
16 H 0.067
17 H 0.072
18 H 0.076
19 H 0.148
20 H 0.094
21 H 0.092
22 O -0.102
23 H 0.052
24 H 0.041
25 O -0.067
26 H 0.020
27 H 0.086
28 O -0.057
29 H 0.064
30 H 0.052
31 O -0.058
32 H -0.005
33 H 0.000
34 O -0.066
35 H 0.054
36 H 0.041
37 O -0.096
38 H 0.030
39 H 0.007

## x
Formula: C6H25NO7
Source: the OMol25 dataset
Level of theory: wB97M-V/def2-TZVPD

```
! RIJCOSX wB97M-V def2-TZVPD def2/J DEFGRID3
* xyz 0 1
C -0.937 0.033 -3.289
C -2.101 0.238 -2.684
C -2.541 -0.485 -1.401
N -1.750 -0.504 -0.145
C -1.798 0.800 0.442
C -1.694 1.016 1.826
C -2.125 2.302 2.429
H -0.453 -0.944 -2.959
H -0.412 0.355 -4.123
H -3.073 0.629 -3.026
H -3.631 -0.228 -1.233
H -2.693 -1.667 -1.819
H -2.136 -1.098 0.543
H -2.010 1.627 -0.172
H -1.371 0.353 2.604
H -1.692 3.155 1.830
H -3.341 2.223 2.180
H -1.716 2.475 3.597
O 0.618 -0.945 2.792
H 1.517 -0.783 2.655
H 0.469 -0.986 3.694
O 0.870 2.707 -1.646
H 0.671 2.062 -2.223
H 0.034 3.103 -1.283
O 2.751 -0.928 0.846
H 2.151 -0.577 0.170
H 3.456 -0.997 0.274
O 2.449 2.871 0.546
H 1.940 2.065 0.493
H 2.330 2.988 -0.396
O 0.893 -0.450 -0.848
H 0.417 -1.234 -0.909
H 0.283 0.287 -0.497
O 3.104 -3.253 -1.721
H 2.223 -3.360 -1.970
H 2.886 -2.951 -0.797
O 2.112 -3.645 2.278
H 1.399 -2.914 2.211
H 2.899 -3.340 1.731
*
```

HOMO-LUMO gap (eV): 8.654
LUMO energy (eV): 0.2
SMILES: C=CCN/C=C/C.O.O.O.O.O.O.O
Highest occupied orbital energy (eV): -8.50

For reference, the Löwdin charges in units of e are:
1 C 0.000
2 C -0.179
3 C -0.241
4 N -0.063
5 C -0.160
6 C -0.183
7 C -0.152
8 H 0.088
9 H 0.038
10 H 0.102
11 H 0.107
12 H 0.174
13 H 0.107
14 H 0.093
15 H 0.065
16 H 0.064
17 H 0.131
18 H 0.133
19 O -0.001
20 H -0.006
21 H 0.019
22 O -0.008
23 H -0.045
24 H 0.097
25 O -0.039
26 H -0.021
27 H 0.001
28 O -0.062
29 H -0.006
30 H -0.007
31 O -0.060
32 H 0.008
33 H 0.076
34 O -0.039
35 H -0.011
36 H 0.037
37 O -0.132
38 H 0.036
39 H 0.041

Referenced to the most stable arrangement, the calculated values in kcal/mol are w 0.0; x 60.7.

## w
Formula: CHClO2PS
Source: the OMol25 dataset
Level of theory: wB97M-V/def2-TZVPD

```
! RIJCOSX wB97M-V def2-TZVPD def2/J DEFGRID3
* xyz -1 1
O 2.846 2.273 0.879
P 1.666 1.327 0.972
O 1.410 0.504 2.179
Cl -0.103 2.162 0.533
C 1.805 0.203 -0.529
S 0.876 -1.192 -0.576
H 2.543 0.167 -1.336
*
```

HOMO-LUMO gap (spin up / spin down) (eV): 7.812 / 7.811
LUMO energy (spin up / spin down) (eV): 3.0 / 3.0
SMILES: O=[P@@]([O-])(Cl)C=S
Highest occupied orbital energy (spin up / spin down) (eV): -4.86 / -4.86

For reference, the Löwdin charges in units of e are:
1 O -0.456
2 P -0.149
3 O -0.450
4 Cl 0.278
5 C -0.712
6 S 0.501
7 H -0.012

## x
Formula: CHClO2PS
Source: the OMol25 dataset
Level of theory: wB97M-V/def2-TZVPD

```
! RIJCOSX wB97M-V def2-TZVPD def2/J DEFGRID3
* xyz -1 1
C -0.247 0.324 0.253
O 2.338 0.414 -0.600
O 1.455 -1.922 0.266
P 1.325 -0.557 -0.202
S -0.076 1.902 -0.068
Cl -3.644 -0.140 -0.200
H -1.151 -0.020 0.551
*
```

HOMO-LUMO gap (eV): 5.388
LUMO energy (eV): 1.2
Highest occupied orbital energy (eV): -4.20

For reference, the Löwdin charges in units of e are:
1 C -0.681
2 O -0.369
3 O -0.303
4 P 0.535
5 S 0.710
6 Cl -0.755
7 H -0.137

Referenced to the most stable arrangement, the calculated values in kcal/mol are w 0.0; x 39.4.

## w
Formula: C4H8FNO2
Source: the OMol25 dataset
Level of theory: wB97M-V/def2-TZVPD

```
! RIJCOSX wB97M-V def2-TZVPD def2/J DEFGRID3
* xyz 0 1
C 0.391 -0.836 1.461
C 0.163 -0.156 0.046
F 0.265 -1.259 -0.775
C 1.180 0.880 -0.382
N 2.512 0.370 -0.141
C -1.229 0.310 0.014
O -1.541 1.435 0.391
O -2.063 -0.518 -0.564
H -0.321 -1.665 1.519
H 0.144 -0.064 2.154
H 1.346 -1.257 1.574
H 1.018 1.725 0.264
H 0.873 1.114 -1.403
H 2.617 -0.582 -0.619
H 3.118 1.083 -0.513
H -2.963 -0.132 -0.472
*
```

HOMO-LUMO gap (eV): 10.519
LUMO energy (eV): 0.7
SMILES: C[C@](F)(CN)C(=O)O
Highest occupied orbital energy (eV): -9.79

For reference, the Löwdin charges in units of e are:
1 C 0.037
2 C -0.450
3 F 0.018
4 C -0.210
5 N 0.011
6 C -0.508
7 O 0.103
8 O 0.157
9 H 0.096
10 H 0.084
11 H 0.061
12 H 0.124
13 H 0.133
14 H 0.117
15 H 0.067
16 H 0.159

## x
Formula: C4H8FNO2
Source: the OMol25 dataset
Level of theory: wB97M-V/def2-TZVPD

```
! RIJCOSX wB97M-V def2-TZVPD def2/J DEFGRID3
* xyz 0 1
C -1.438 0.129 -1.452
C -0.136 -0.714 -0.963
F -0.150 -2.025 -1.567
C -0.210 -0.732 0.627
N 1.081 -0.507 1.339
C 1.766 0.724 0.926
O 2.987 0.720 0.703
O 1.064 1.944 0.694
H -1.599 0.080 -2.573
H -2.315 -0.327 -0.860
H -1.294 1.188 -1.042
H 0.754 -0.166 -1.410
H -0.580 -1.776 0.950
H -1.006 -0.004 1.037
H 0.832 -0.470 2.342
H 0.245 1.937 1.248
*
```

HOMO-LUMO gap (eV): 10.648
LUMO energy (eV): 0.2
SMILES: C[C@H](F)CNC(=O)O
Highest occupied orbital energy (eV): -10.48

For reference, the Löwdin charges in units of e are:
1 C -0.059
2 C -0.292
3 F -0.070
4 C -0.177
5 N 0.019
6 C -0.473
7 O 0.090
8 O 0.049
9 H 0.086
10 H 0.088
11 H 0.082
12 H 0.149
13 H 0.146
14 H 0.117
15 H 0.131
16 H 0.113

Referenced to the most stable arrangement, the calculated values in kcal/mol are w 0.0; x 26.8.

## w
Formula: C2H2Cl6
Source: the OMol25 dataset
Level of theory: wB97M-V/def2-TZVPD

```
! RIJCOSX wB97M-V def2-TZVPD def2/J DEFGRID3
* xyz 0 1
Cl 0.560 2.337 -4.108
C -1.069 2.517 -3.335
Cl -2.177 2.878 -4.775
Cl -0.991 3.811 -2.061
H -1.332 1.545 -2.919
Cl 2.256 -2.252 4.545
C 0.919 -2.634 3.496
Cl 1.364 -4.158 2.714
Cl 0.422 -1.363 2.293
H 0.048 -2.682 4.150
*
```

HOMO-LUMO gap (eV): 11.404
LUMO energy (eV): 0.3
SMILES: ClC(Cl)Cl.ClC(Cl)Cl
Highest occupied orbital energy (eV): -11.11

For reference, the Löwdin charges in units of e are:
1 Cl 0.455
2 C -1.391
3 Cl 0.438
4 Cl 0.484
5 H 0.015
6 Cl 0.532
7 C -1.532
8 Cl 0.510
9 Cl 0.480
10 H 0.010

## x
Formula: C2H2Cl6
Source: the OMol25 dataset
Level of theory: wB97M-V/def2-TZVPD

```
! RIJCOSX wB97M-V def2-TZVPD def2/J DEFGRID3
* xyz 0 1
Cl -1.491 2.759 0.154
C -1.553 1.612 -1.203
Cl -1.275 2.501 -2.663
Cl -3.119 0.784 -1.323
H -0.707 0.925 -1.208
Cl 0.385 -2.741 1.937
C 1.668 -1.770 1.141
Cl 2.918 -1.389 2.368
Cl 1.060 -0.272 0.418
H 2.115 -2.408 0.379
*
```

HOMO-LUMO gap (eV): 11.530
LUMO energy (eV): 0.5
SMILES: ClC(Cl)Cl.ClC(Cl)Cl
Highest occupied orbital energy (eV): -11.07

For reference, the Löwdin charges in units of e are:
1 Cl 0.509
2 C -1.581
3 Cl 0.535
4 Cl 0.520
5 H -0.047
6 Cl 0.500
7 C -1.493
8 Cl 0.497
9 Cl 0.544
10 H 0.017

Referenced to the most stable arrangement, the calculated values in kcal/mol are w 6.6; x 0.0.

## w
Formula: CH4O2S2
Source: the OMol25 dataset
Level of theory: wB97M-V/def2-TZVPD

```
! RIJCOSX wB97M-V def2-TZVPD def2/J DEFGRID3
* xyz 0 1
C -0.485 -0.564 -0.262
S 1.107 -1.388 -0.552
S 2.437 0.210 -0.026
O 3.236 -0.261 1.061
O 3.074 0.924 -1.104
H -0.901 -0.764 0.715
H -1.169 -0.863 -1.053
H -0.299 0.510 -0.373
H 1.490 1.126 0.504
*
```

HOMO-LUMO gap (eV): 10.100
LUMO energy (eV): 0.1
SMILES: CS[SH](=O)=O
Highest occupied orbital energy (eV): -9.98

For reference, the Löwdin charges in units of e are:
1 C -0.446
2 S 0.651
3 S 0.424
4 O -0.401
5 O -0.385
6 H 0.035
7 H 0.035
8 H 0.019
9 H 0.068

## x
Formula: CH4O2S2
Source: the OMol25 dataset
Level of theory: wB97M-V/def2-TZVPD

```
! RIJCOSX wB97M-V def2-TZVPD def2/J DEFGRID3
* xyz 0 1
O 0.882 -0.241 2.000
C 0.626 -1.104 1.173
O 0.099 -2.311 1.403
H 0.741 -0.885 0.095
H 0.194 -2.857 0.646
S -0.953 0.935 -1.968
S 0.420 2.206 -0.962
H -1.716 1.886 -2.562
H -0.292 2.372 0.177
*
```

HOMO-LUMO gap (eV): 9.927
LUMO energy (eV): 0.1
SMILES: O=CO.SS
Highest occupied orbital energy (eV): -9.85

For reference, the Löwdin charges in units of e are:
1 O 0.049
2 C -0.381
3 O 0.102
4 H 0.112
5 H 0.088
6 S 0.203
7 S 0.228
8 H -0.206
9 H -0.194

Referenced to the most stable arrangement, the calculated values in kcal/mol are w 27.0; x 0.0.

## w
Formula: C3H6N3
Source: the OMol25 dataset
Level of theory: wB97M-V/def2-TZVPD

```
! RIJCOSX wB97M-V def2-TZVPD def2/J DEFGRID3
* xyz 1 1
C -1.009 -0.139 1.406
N -0.249 -0.395 0.151
N 0.129 -1.545 -0.317
N 0.923 -1.304 -1.356
C 1.080 -0.026 -1.545
C 0.371 0.710 -0.493
H -1.702 0.816 1.353
H -1.499 -1.042 1.632
H -0.341 -0.044 2.168
H 1.646 0.420 -2.420
H 1.051 1.164 0.272
H -0.401 1.385 -0.849
*
```

HOMO-LUMO gap (eV): 9.729
LUMO energy (eV): -6.7
SMILES: C[N+]1=NN=CC1
Highest occupied orbital energy (eV): -16.47

For reference, the Löwdin charges in units of e are:
1 C 0.059
2 N -0.125
3 N 0.196
4 N 0.085
5 C 0.000
6 C -0.077
7 H 0.168
8 H 0.089
9 H 0.069
10 H 0.170
11 H 0.197
12 H 0.169

## x
Formula: C3H6N3
Source: the OMol25 dataset
Level of theory: wB97M-V/def2-TZVPD

```
! RIJCOSX wB97M-V def2-TZVPD def2/J DEFGRID3
* xyz 1 1
C 0.780 1.903 0.113
C -0.035 0.899 -0.079
N 0.577 -0.422 -0.039
C -0.282 -1.584 0.059
N 1.787 -0.495 -0.037
N 2.889 -0.408 0.014
H 1.854 1.635 0.217
H 0.378 2.876 -0.085
H -1.136 0.730 -0.051
H 0.205 -2.626 -0.350
H -0.672 -1.606 0.983
H -1.077 -1.412 -0.724
*
```

HOMO-LUMO gap (eV): 9.795
LUMO energy (eV): -5.3
SMILES: C=CN(C)[N+]#N
Highest occupied orbital energy (eV): -15.11

For reference, the Löwdin charges in units of e are:
1 C 0.094
2 C -0.058
3 N -0.133
4 C 0.034
5 N -0.033
6 N 0.413
7 H 0.078
8 H 0.091
9 H 0.152
10 H 0.181
11 H 0.057
12 H 0.124

## y
Formula: C3H6N3
Source: the OMol25 dataset
Level of theory: wB97M-V/def2-TZVPD

```
! RIJCOSX wB97M-V def2-TZVPD def2/J DEFGRID3
* xyz 1 1
C -1.512 2.086 0.135
C -0.240 0.385 -0.054
C 1.528 -1.247 -0.264
N 0.384 1.446 -0.456
N -1.562 0.764 0.294
N 0.179 -0.907 0.017
H -1.825 3.082 0.362
H 1.664 -2.265 -0.319
H 1.839 -0.891 -1.256
H 2.301 -0.942 0.431
H -2.415 0.148 0.570
H -0.339 -1.660 0.540
*
```

HOMO-LUMO gap (spin up / spin down) (eV): 7.996 / 8.008
LUMO energy (spin up / spin down) (eV): -6.4 / -6.4
Highest occupied orbital energy (spin up / spin down) (eV): -14.40 / -14.41

For reference, the Löwdin charges in units of e are:
1 C 0.331
2 C -0.493
3 C -0.073
4 N 0.272
5 N 0.108
6 N 0.031
7 H 0.125
8 H 0.069
9 H 0.112
10 H 0.106
11 H 0.223
12 H 0.189

## z
Formula: C3H6N3
Source: the OMol25 dataset
Level of theory: wB97M-V/def2-TZVPD

```
! RIJCOSX wB97M-V def2-TZVPD def2/J DEFGRID3
* xyz 1 1
C -4.425 -0.483 0.059
C 1.513 -0.249 -0.069
C 0.222 0.509 0.007
N -0.852 -0.282 -0.025
N -2.379 0.749 0.082
N -3.417 0.080 0.051
H -5.249 -1.002 -0.284
H 2.324 0.277 -0.532
H 1.765 -0.319 0.984
H 1.253 -1.182 -0.555
H 0.324 1.381 -0.821
H 0.340 1.207 1.011
*
```

HOMO-LUMO gap (spin up / spin down) (eV): 9.296 / 7.026
LUMO energy (spin up / spin down) (eV): -6.1 / -7.7
Highest occupied orbital energy (spin up / spin down) (eV): -15.39 / -14.73

For reference, the Löwdin charges in units of e are:
1 C 0.340
2 C -0.077
3 C -0.417
4 N 0.214
5 N 0.207
6 N -0.028
7 H 0.111
8 H 0.087
9 H 0.085
10 H 0.086
11 H 0.192
12 H 0.200

Referenced to the most stable arrangement, the calculated values in kcal/mol are w 0.0; x 28.6; y 58.6; z 127.3.